{"formula": "C6H14N2O2", "method": "ωB97M-V/def2-TZVPD", "homo_lumo_gap_ha": 0.367, "smiles": "CNC(C)=O.CNC(C)=O", "e_above_lowest_kcal_mol": 52.7, "total_energy_ha": -496.97349, "elements": ["H", "H", "C", "O", "C", "H", "H", "H", "H", "C", "C", "O", "C", "H", "H", "C", "H", "H", "H", "H", "N", "H", "H", "N"], "coordinates": [[-0.7324, 0.0354, 0.6636], [-1.6297, 2.1011, 0.6635], [1.3519, 0.7410, -2.8075], [0.5859, 0.9497, 3.3568], [-0.3531, -0.9201, -2.1995], [-1.6723, -2.3734, -1.3270], [-1.7523, -0.4520, -0.9050], [1.0748, -1.7637, 1.6829], [-0.7053, 1.1858, -2.3362], [-1.6824, -1.2370, -1.6696], [-0.7749, 2.0023, 1.3724], [0.5561, -1.7120, -2.2648], [0.2310, 0.1472, 2.5062], [1.6488, 1.8034, -2.6541], [-2.5464, -1.2647, -2.3202], [0.8221, -1.2719, 2.6410], [2.0451, 0.2523, -2.0971], [-0.0165, 2.3439, 0.6308], [-0.7633, 2.7024, 2.1882], [0.0754, -1.8301, 3.1742], [-0.7008, 0.5549, 1.5490], [1.5593, -1.2730, 3.3966], [1.4486, 0.3963, -3.7976], [0.0547, 0.5226, -2.2209]], "forces_ev_per_a": [[0.2, 0.3, 0.8], [-0.2, 0.5, 1.1], [0.8, 1.4, 2.9], [-0.2, 0.0, -0.3], [2.9, 2.7, 0.4], [0.3, 2.6, 0.0], [-1.0, -0.8, 0.2], [0.0, 0.2, 0.6], [0.4, -0.1, -0.3], [-0.7, -2.3, 0.9], [-0.5, 0.0, -3.8], [-0.4, -0.5, -0.7], [0.8, 0.3, 0.8], [-0.5, -0.5, -0.7], [0.0, 0.8, -0.5], [-1.8, 0.4, -1.4], [0.0, -0.2, -0.9], [0.4, -0.2, 0.9], [-0.3, -0.6, 0.6], [-0.9, -0.7, -0.3], [1.3, -0.7, 0.8], [1.4, 0.5, 0.2], [0.3, -0.3, -1.2], [-2.3, -2.8, -0.2]], "mulliken_charge": [0.20, 0.31, -0.90, -0.60, 0.66, 0.22, 0.17, 0.29, 0.25, -0.79, -0.89, -0.56, 0.58, 0.33, 0.34, -1.00, 0.28, 0.28, 0.33, 0.29, -0.24, 0.34, 0.31, -0.20]}